A structure of composition C24H19LuO4P at a distorted geometry. Source: OMol25; level of theory: ωB97M-V/def2-TZVPD.

Summary:
E_HOMO = -17.074 eV
Kohn-Sham gap = 0.1607 Eh
total energy = -2802.67503 Eh
net charge = +3

XYZ file:
```
49
Properties=species:S:1:pos:R:3:forces:R:3
Lu -0.972053 1.895075 -1.598232 2.00 -1.35 2.26
P 0.283713 -0.063178 -0.133482 0.30 -1.59 1.52
O -3.310062 -0.402456 -0.488618 2.87 3.49 -1.83
O -2.671567 4.212198 0.429858 1.84 -3.06 -2.85
O 0.104259 -0.536053 -3.951155 -1.61 3.25 3.22
O -3.599152 2.345871 -3.807185 3.37 -0.74 2.96
C -2.742689 2.161323 -3.064021 -4.73 0.91 -4.18
C 4.300217 -2.177022 0.373061 0.15 0.02 -0.04
C 2.499632 -1.438889 -1.049902 -0.10 -0.05 0.15
C -0.240409 3.658929 -3.115851 1.53 1.14 -0.18
C 0.262334 2.019085 1.778132 -0.24 0.30 -0.09
C -1.516795 -3.605243 -1.034857 -0.01 0.01 0.01
C -2.564403 0.376516 -0.899659 -4.43 -4.62 2.39
C -0.451493 -1.716230 0.026853 -0.63 -0.03 -1.16
C 2.649877 -0.641356 1.246542 -0.06 -0.12 -0.07
C 1.991479 -0.673101 0.013178 0.81 0.47 -0.06
C -1.365837 -4.315582 0.158735 -0.13 -0.37 0.28
C -0.293606 0.237307 -3.190141 1.76 -3.58 -4.06
C -1.878279 0.964108 3.239014 0.02 -0.26 -0.11
C 0.793914 3.468957 -2.246906 -0.84 0.48 -1.16
C -0.216933 2.688248 2.903858 0.07 0.08 -0.06
C -1.410606 0.298063 2.110857 -0.25 -0.13 0.09
C -0.262977 -2.449334 1.197461 0.14 0.05 0.29
C -2.189779 3.447022 -0.279220 -2.51 3.88 3.71
C -0.283163 0.768078 1.422561 -0.25 0.72 -1.31
C -0.732242 -3.758532 1.280529 0.03 0.45 -0.39
C -1.047389 -2.298781 -1.103598 0.26 -0.12 0.66
C 3.806831 -1.405525 1.431004 -0.17 0.07 -0.31
C 3.651940 -2.205385 -0.870009 -0.29 0.33 0.17
C -1.268742 2.145520 3.645707 0.16 0.23 0.25
H -2.700038 0.533349 3.811023 0.15 0.20 -0.17
H -2.000175 -4.051683 -1.907503 0.21 0.01 0.38
H 2.207534 -0.088483 2.069961 0.26 0.01 0.01
H -1.091823 -1.738046 -2.032781 -0.23 -0.21 0.05
H 1.576087 2.729929 -2.408071 0.16 -0.01 -0.32
H 5.212803 -2.764199 0.508033 -0.36 0.18 0.01
H 4.308566 -1.398345 2.399961 -0.13 -0.03 -0.33
H 0.239713 3.626105 3.213048 -0.10 -0.16 -0.07
H 4.022587 -2.827177 -1.688806 -0.07 0.24 0.34
H -1.921011 -0.596619 1.767114 0.20 0.02 0.26
H -1.617923 2.650170 4.549614 0.13 -0.11 -0.32
H 1.044170 2.472347 1.165194 0.21 -0.20 0.35
H -1.749060 -5.336366 0.234593 0.14 0.33 -0.12
H 0.855048 3.971536 -1.283462 -0.05 0.39 -0.01
H -0.311143 3.196890 -4.101698 0.40 -0.26 0.08
H -1.014702 4.417822 -2.989462 0.19 0.12 0.39
H -0.591099 -4.308876 2.213283 -0.13 0.02 -0.43
H 0.273036 -1.982470 2.032587 -0.28 -0.35 -0.22
H 1.931410 -1.505520 -1.977143 0.26 -0.04 0.03
```
Forces are in eV/Å.